(1)
18
Properties=species:S:1:pos:R:3 method="wB97M-V/def2-TZVPD" lumo_ev=-4.46 multiplicity=1 homo_energy_ha=-0.3035 total_charge=0
O -1.408 0.014 -0.690
C -0.003 0.269 -0.690
N 0.653 0.635 0.529
C -0.151 1.756 1.261
N -1.571 1.583 1.141
C 0.790 -0.864 -1.327
C 0.618 -2.229 -0.610
O 0.990 -2.136 0.683
H 0.546 -0.184 1.143
H 0.254 1.746 2.317
H 0.146 2.703 0.760
H -1.736 0.519 0.225
H -2.232 1.958 1.817
H 1.932 -0.652 -1.188
H 0.464 -0.839 -2.408
H -0.452 -2.505 -0.549
H 1.204 -3.009 -1.083
H -0.045 1.236 -1.329

(2)
18
Properties=species:S:1:pos:R:3 method="wB97M-V/def2-TZVPD" lumo_ev=0.51 multiplicity=1 homo_energy_ha=-0.3468 total_charge=0 smiles="CC(N)=O.CC(N)=O"
C 0.971 -1.605 -1.875
C 0.895 -1.775 -0.393
O -0.076 -1.494 0.285
N 2.151 -1.846 0.205
H 1.192 -0.567 -2.108
H -0.041 -1.809 -2.268
H 2.325 -1.925 1.186
H 2.915 -1.951 -0.430
H 1.486 -2.379 -2.442
C -1.340 1.003 1.719
C -1.550 2.304 1.022
O -2.016 3.357 1.420
N -1.056 2.296 -0.264
H -1.288 3.040 -0.913
H -0.610 1.474 -0.628
H -1.606 0.241 0.981
H -2.055 0.762 2.505
H -0.296 0.876 1.998

(3)
18
Properties=species:S:1:pos:R:3 method="wB97M-V/def2-TZVPD" lumo_ev=0.56 multiplicity=1 homo_energy_ha=-0.3628 total_charge=0
C 2.347 0.204 -0.024
C 3.871 -0.049 0.032
C -2.334 -0.046 -0.039
C -3.884 -0.048 0.083
H 0.643 -1.163 0.054
H 2.387 -1.841 -0.264
H 4.579 0.089 -0.982
H 3.945 -1.145 0.412
H 4.211 0.755 0.764
H -0.679 1.099 -0.106
H -2.217 2.078 0.430
H -4.375 0.952 0.075
H -4.244 -0.631 0.940
H -4.418 -0.460 -0.921
N 1.730 -1.049 -0.129
N -1.685 1.117 -0.297
O 1.795 1.266 -0.001
O -1.671 -1.129 -0.029

(4)
18
Properties=species:S:1:pos:R:3 method="wB97M-V/def2-TZVPD" lumo_ev=0.53 multiplicity=1 homo_energy_ha=-0.3657 total_charge=0 smiles="CC(N)=O.CC(N)=O"
C -0.171 -0.839 2.275
C -1.603 -1.128 1.716
O -2.583 -0.793 2.367
N -1.646 -1.355 0.284
H 0.451 -1.673 2.150
H -0.290 -0.474 3.388
H -2.371 -2.025 0.045
H -0.704 -1.272 -0.220
H 0.166 0.180 2.072
C 0.950 2.161 -1.325
C 0.724 0.870 -2.004
O -0.084 0.706 -2.841
N 1.358 -0.328 -1.530
H 0.528 2.978 -1.930
H 2.004 2.506 -1.283
H 1.302 -1.181 -2.146
H 1.646 -0.499 -0.570
H 0.324 2.164 -0.448

(5)
18
Properties=species:S:1:pos:R:3 method="wB97M-V/def2-TZVPD" lumo_ev=0.48 multiplicity=1 homo_energy_ha=-0.3602 total_charge=0 smiles="CNC=O.CNC=O"
O 3.547 -2.787 -0.519
C 3.543 -3.097 -1.722
N 2.793 -2.486 -2.614
C 2.056 -1.262 -2.364
H 4.169 -3.932 -2.119
H 3.072 -2.739 -3.565
H 0.999 -1.443 -2.104
H 2.094 -0.719 -3.323
H 2.506 -0.626 -1.582
O -2.498 3.700 3.301
C -1.819 2.682 2.982
N -2.285 1.785 2.168
C -3.628 1.903 1.641
H -0.796 2.365 3.298
H -1.810 0.886 2.049
H -4.380 1.995 2.442
H -3.848 0.995 1.055
H -3.714 2.780 0.976

(6)
18
Properties=species:S:1:pos:R:3 method="wB97M-V/def2-TZVPD" lumo_ev=-4.11 multiplicity=1 homo_energy_ha=-0.3197 total_charge=0
O -0.345 0.389 -1.886
C -0.353 0.617 -0.604
N 0.987 0.901 0.050
C 2.118 0.433 -0.873
C -2.761 -0.212 -0.038
N -2.491 -0.453 1.321
C -1.132 -0.451 0.424
O 2.080 -0.962 1.494
H 1.201 0.354 0.956
H 2.979 1.105 -0.687
H 1.791 0.358 -1.913
H 2.423 -0.549 -0.575
H -3.303 -1.044 -0.612
H -2.979 0.904 -0.233
H -0.948 1.542 -0.433
H -0.442 -0.352 1.197
H -1.114 -1.534 0.032
H 2.289 -1.046 2.380

(7)
18
Properties=species:S:1:pos:R:3 method="wB97M-V/def2-TZVPD" lumo_ev=0.74 multiplicity=1 homo_energy_ha=-0.3581 total_charge=0 smiles="CN[C@@](C)(N)C(=O)O"
C -1.180 1.581 -0.492
C -0.959 -0.201 1.294
C 0.053 -1.057 -1.393
C -0.198 0.713 0.335
N 0.573 1.660 1.109
N 0.671 0.025 -0.640
O -0.633 2.028 -1.624
O -2.290 1.855 -0.148
H -0.264 -0.828 1.850
H -1.664 -0.826 0.755
H -1.512 0.424 1.988
H -0.177 -1.940 -0.787
H -0.870 -0.697 -1.844
H 0.738 -1.352 -2.188
H 1.236 1.193 1.716
H 1.069 2.318 0.520
H 0.229 1.579 -1.745
H 1.501 -0.324 -0.166

(8)
18
Properties=species:S:1:pos:R:3 method="wB97M-V/def2-TZVPD" lumo_ev="-0.23 / -0.23" multiplicity=1 homo_energy_ha="-0.3111 / -0.3111" total_charge=0
C 2.273 -0.414 0.002
C -0.525 1.837 -0.279
C -0.035 0.408 -0.234
O -0.067 -0.136 -1.529
N 1.085 0.161 0.563
H 0.148 -1.076 -1.460
H 2.099 -1.262 -0.667
H 2.935 -0.718 0.810
H 2.756 0.386 -0.574
H -1.554 1.848 -0.639
H -0.474 2.281 0.713
H 0.086 2.426 -0.964
N -2.026 -1.242 0.436
C -0.892 -0.570 0.867
O 0.166 -1.396 1.126
H -1.911 -1.880 -0.336
H -2.920 -0.782 0.495
H -1.145 0.131 1.670

(9)
19
Properties=species:S:1:pos:R:3 method="wB97M-V/def2-TZVPD" lumo_ev=0.46 multiplicity=1 homo_energy_ha=-0.3592 total_charge=0 smiles="C[C@H](N)C(=O)NC=O.O"
O -1.587 -1.826 1.044
C -1.131 -0.987 0.307
N -1.609 -0.840 -0.966
C -1.093 -0.115 -2.067
O -1.460 -0.351 -3.181
C -0.014 -0.005 0.807
C 1.395 -0.559 0.502
N -0.209 0.087 2.232
H -2.285 -1.499 -1.336
H -0.143 0.402 -1.812
H -0.103 1.003 0.380
H 1.769 -0.056 -0.378
H 1.941 -0.334 1.419
H 1.453 -1.637 0.330
H -1.138 -0.154 2.539
H 0.394 -0.432 2.853
H 1.822 2.763 -0.437
H 0.595 2.047 -0.981
O 1.403 2.493 -1.255

(10)
19
Properties=species:S:1:pos:R:3 method="wB97M-V/def2-TZVPD" lumo_ev=0.79 multiplicity=1 homo_energy_ha=-0.3240 total_charge=0
C 1.546 -1.775 0.858
N 0.570 -1.849 -1.443
C 1.519 -2.024 -0.621
O -0.645 -1.373 -1.002
O 2.676 -2.498 -1.122
H -0.589 -1.030 -0.080
H 2.564 -2.648 -2.071
H 2.568 -1.887 1.207
H 1.182 -0.776 1.098
H 0.911 -2.501 1.368
C -1.406 2.844 0.955
C -1.154 1.480 0.360
N -1.462 1.363 -0.942
O -0.700 0.547 1.001
H -1.320 0.468 -1.396
H -1.848 2.128 -1.467
H -2.467 3.084 0.885
H -1.106 2.848 2.000
H -0.840 3.600 0.412

(11)
19
Properties=species:S:1:pos:R:3 method="wB97M-V/def2-TZVPD" lumo_ev=0.60 multiplicity=1 homo_energy_ha=-0.2604 total_charge=0 smiles="C/C(N)=C/N.O=C(O)O"
C 1.208 0.812 -1.438
C 0.863 0.627 0.012
N 1.865 0.318 0.891
N -0.725 0.920 1.819
C -0.422 0.849 0.461
H 1.643 0.638 1.835
H 2.802 0.548 0.574
H -1.722 1.046 1.985
H -0.436 0.056 2.282
H -1.119 1.394 -0.173
H 1.131 1.868 -1.715
H 2.223 0.468 -1.657
H 0.527 0.236 -2.069
C -1.454 -1.518 -0.049
O -1.530 -1.259 -1.380
O -0.208 -2.106 0.178
O -2.444 -1.719 0.630
H -2.492 -1.174 -1.528
H 0.289 -2.004 -0.655

(12)
19
Properties=species:S:1:pos:R:3 method="wB97M-V/def2-TZVPD" lumo_ev=0.65 multiplicity=1 homo_energy_ha=-0.3567 total_charge=0 smiles="CNC(=O)CC(N)=O.O"
O -1.549 3.215 0.541
O 0.801 -0.208 -0.101
C -0.463 2.641 0.664
C -0.326 0.066 0.423
N 0.621 3.094 0.149
N -1.374 -0.633 0.057
C -0.419 1.253 1.384
C -1.290 -1.636 -1.062
H 0.765 4.076 -0.100
H 1.425 2.470 0.254
H -2.264 -0.461 0.531
H -1.266 1.255 2.097
H 0.518 1.233 1.973
H -0.646 -1.281 -1.885
H -2.268 -1.925 -1.481
H -0.823 -2.526 -0.609
O 2.842 -3.905 -0.768
H 2.183 -3.178 -0.692
H 3.532 -3.550 -1.374

Number 1: molar mass 118.1 g/mol, largest force on an atom 0.0603 Eh/bohr, calculated total energy -418.0912 a.u.. Number 2: molar mass 118.1 g/mol, largest force on an atom 0.0627 Eh/bohr, calculated total energy -418.4247 a.u.. Number 3: molar mass 118.1 g/mol, largest force on an atom 0.1232 Eh/bohr, calculated total energy -418.3564 a.u.. Number 4: molar mass 118.1 g/mol, largest force on an atom 0.0848 Eh/bohr, calculated total energy -418.3793 a.u.. Number 5: molar mass 118.1 g/mol, largest force on an atom 0.0710 Eh/bohr, calculated total energy -418.3935 a.u.. Number 6: molar mass 118.1 g/mol, largest force on an atom 0.0964 Eh/bohr, calculated total energy -417.9632 a.u.. Number 7: molar mass 118.1 g/mol, largest force on an atom 0.0119 Eh/bohr, calculated total energy -418.4189 a.u.. Number 8: molar mass 118.1 g/mol, largest force on an atom 0.0573 Eh/bohr, calculated total energy -418.2709 a.u.. Number 9: molar mass 134.1 g/mol, largest force on an atom 0.0489 Eh/bohr, calculated total energy -493.6430 a.u.. Number 10: molar mass 134.1 g/mol, largest force on an atom 0.0152 Eh/bohr, calculated total energy -493.6219 a.u.. Number 11: molar mass 134.1 g/mol, largest force on an atom 0.0757 Eh/bohr, calculated total energy -493.6320 a.u.. Number 12: molar mass 134.1 g/mol, largest force on an atom 0.1011 Eh/bohr, calculated total energy -493.6658 a.u..